{"formula": "C7H11F2N2", "method": "ωB97M-V with the def2-TZVPD basis set", "elements": ["C", "C", "C", "C", "C", "C", "C", "N", "N", "F", "F", "H", "H", "H", "H", "H", "H", "H", "H", "H", "H", "H"], "xyz": [[-2.420160, 1.473108, -0.782041], [-1.357925, 1.157279, -1.739657], [-2.492937, 0.936366, 0.459814], [-0.298491, 0.554750, -1.161499], [-1.646056, -0.065169, 1.094251], [1.759928, -1.732393, -0.570490], [0.909342, -0.874301, 0.406844], [-0.219530, -0.241227, -0.086763], [2.064387, 0.089005, 0.964547], [0.911900, 0.699799, -1.730718], [-0.980340, 0.412925, 2.154257], [-3.131516, 2.277837, -1.157356], [-1.430170, 1.667839, -2.640663], [-3.174008, 1.436186, 1.258136], [-1.860623, -1.054745, 1.188510], [2.758594, -1.772992, -0.268132], [1.564731, -1.663779, -1.668941], [1.359542, -2.841284, -0.477231], [0.812501, -1.362028, 1.391979], [2.632360, 0.384290, 0.162976], [2.605616, -0.385084, 1.661676], [1.632855, 0.903618, 1.540498]], "atomic_forces_ev_per_a": [[-0.4, -0.3, -0.6], [-0.9, -0.5, 3.3], [-2.0, 1.6, 1.5], [0.7, 0.0, -1.9], [3.7, 3.1, -3.4], [-3.9, -3.5, -0.7], [2.0, -0.3, -0.2], [-2.9, -0.1, 2.6], [-1.6, 2.9, 0.8], [0.6, 0.0, -0.5], [-0.3, -0.1, 1.0], [0.8, -1.2, 1.0], [0.8, 0.7, -1.5], [1.0, -0.9, -1.6], [-0.9, -2.7, 0.5], [1.6, 0.0, 0.1], [0.5, 1.0, 1.0], [0.8, 2.0, 0.3], [-1.3, -0.4, -0.9], [0.0, 0.4, 0.5], [0.8, -0.6, 0.1], [0.9, -1.2, -1.7]], "mulliken_charge": [0.141, -0.967, -0.898, 0.708, 0.412, -1.300, -0.258, -0.128, -0.464, -0.271, -0.216, 0.315, 0.440, 0.254, 0.444, 0.449, 0.299, 0.340, 0.640, 0.346, 0.347, 0.370], "gap_ev": 8.39, "total_charge": 1, "lumo_ev": -3.3}